145
Properties=species:S:1:pos:R:3:forces:R:3 method="wB97M-V/def2-TZVPD" max_force_ev_per_a=5.8 lumo_energy_ev="0.20 / 0.20" spin_multiplicity=11 charge=0 homo_energy_ev="-6.34 / -6.97" orbital_gap_ev="6.54 / 7.17" total_energy_ev=-168882.8028 relative_energy_kj_mol=31.5
Mn -23.5691 21.5023 -7.5949 -0.36 0.34 -0.31
Mn -23.7895 24.2883 -10.7743 -1.29 -0.59 -1.21
C -27.5135 19.4010 -8.2284 1.80 -0.93 1.79
F -28.3338 18.3447 -8.4199 0.15 1.09 1.21
F -27.4302 19.9678 -9.4075 -0.15 1.22 0.12
F -27.9101 20.2829 -7.1848 -0.33 -1.41 -2.42
S -25.7490 18.8131 -7.6464 0.23 -3.66 0.95
O -25.3571 17.8066 -8.6462 -0.65 1.80 0.56
O -24.9267 20.0145 -7.6046 -1.07 -0.13 -0.82
O -25.8741 18.2083 -6.2992 -0.57 1.37 -1.65
C -22.9605 23.7967 -8.4650 0.71 -0.65 -1.51
O -22.6454 24.8134 -9.0619 1.73 4.23 -0.28
O -23.8582 23.1136 -9.0027 -4.59 -2.81 -2.03
O -22.3728 23.1898 -7.5790 3.20 -0.46 4.84
C -24.5732 21.0933 -12.0407 -1.37 -0.60 -0.28
C -25.3917 22.1773 -12.8197 0.06 1.23 0.85
C -26.9986 21.9414 -12.9425 1.76 -0.88 1.69
O -25.0605 23.4400 -12.2684 -0.30 -0.38 0.00
H -24.6636 20.1141 -12.5109 -0.02 -0.25 -0.26
H -24.9502 20.9296 -11.0311 -0.18 0.32 0.20
H -23.5051 21.2835 -11.9363 -0.04 0.65 -0.36
H -25.0606 22.1403 -13.8575 0.28 -0.03 -0.44
H -27.2185 20.9490 -13.3359 0.09 0.12 -0.86
H -27.5719 22.7438 -13.4068 0.45 -0.10 -0.31
H -27.3919 21.7825 -11.9385 -0.03 0.55 0.46
C -26.6902 24.9976 -9.4842 2.78 0.55 -0.18
O -25.5384 25.3665 -9.8762 -3.12 -0.65 0.92
N -27.8089 24.9634 -10.1643 -0.42 0.41 -3.47
C -29.0896 24.8178 -9.5445 -0.97 -0.49 -0.70
C -27.9023 25.3561 -11.6579 1.18 0.28 1.98
H -26.9206 24.6484 -8.4658 0.69 0.11 0.25
H -29.7646 24.3425 -10.2563 0.09 -0.21 -0.18
H -29.5396 25.8031 -9.4234 -0.02 0.03 0.80
H -29.1084 24.1330 -8.6966 0.27 0.55 0.35
H -28.5621 26.2230 -11.6913 -0.35 -0.25 -0.24
H -26.9134 25.6995 -11.9616 0.06 -0.27 0.08
H -28.1746 24.5191 -12.3008 -0.25 0.08 0.43
C -20.6959 24.3952 -4.0763 -2.06 -1.23 -0.34
O -19.6389 24.8430 -3.7331 0.62 0.60 0.83
N -21.9185 24.3846 -3.4174 0.75 -0.49 -0.17
C -23.1564 24.0230 -4.1307 -0.63 0.48 0.46
C -22.1113 25.0645 -2.1461 -0.32 1.11 0.08
H -20.7974 23.8045 -4.9999 -0.12 0.18 -0.34
H -23.6829 24.9093 -4.4846 0.21 0.41 -0.22
H -23.1327 23.3417 -4.9813 0.93 -0.02 0.08
H -23.8896 23.6125 -3.4365 0.39 -0.28 0.32
H -22.4384 26.0843 -2.3485 -0.10 0.29 -0.01
H -22.9022 24.6470 -1.5229 -0.02 -0.54 -0.33
H -21.2470 25.1887 -1.4937 0.39 -0.49 -0.57
C -19.0087 30.2877 -8.7732 1.11 -2.12 1.05
O -18.4838 29.7498 -7.7868 -0.76 1.20 -1.31
N -19.5810 29.5672 -9.7803 1.03 1.15 1.30
C -20.2301 30.2232 -10.8292 -1.62 -0.52 -1.56
C -19.4558 28.1340 -9.9272 0.71 0.63 0.45
H -18.9909 31.3714 -8.9673 -0.25 -0.03 0.21
H -19.7762 29.9726 -11.7880 0.31 0.33 -0.23
H -20.4315 31.2920 -10.7561 0.43 -0.10 0.40
H -21.1885 29.7053 -10.8638 -0.67 0.37 -0.44
H -18.8721 27.9542 -10.8300 0.00 -0.27 -0.11
H -18.8752 27.8400 -9.0529 -0.28 -0.57 -0.12
H -20.4358 27.6638 -10.0097 0.09 -0.18 0.14
C -22.2798 19.5469 -5.2476 -0.64 1.53 -0.17
O -22.8229 20.4988 -5.9155 2.28 -3.09 2.76
N -21.0745 19.5893 -4.6500 1.83 3.62 -0.20
C -20.2415 20.8805 -4.7463 -0.61 -0.84 -1.46
C -20.3903 18.6741 -3.7332 -1.38 -0.20 0.50
H -22.7440 18.5914 -4.9583 -0.66 0.18 -0.80
H -19.2953 20.5696 -5.1892 0.33 0.00 0.67
H -20.1500 21.4819 -3.8418 0.04 -0.69 0.37
H -20.5903 21.5865 -5.4999 -0.80 -0.37 -0.05
H -20.9274 17.7262 -3.7031 0.45 -0.24 -0.31
H -19.3135 18.6194 -3.8934 -0.23 -0.35 -0.78
H -20.4373 19.0373 -2.7066 -0.33 0.38 0.09
C -18.2076 24.0959 -8.3625 -0.45 -0.44 1.05
O -18.1711 24.3285 -9.5473 0.39 0.17 -1.15
N -17.3724 23.2694 -7.6981 1.10 -1.36 1.66
C -17.5139 22.9489 -6.2065 0.05 0.28 -1.40
C -16.1920 22.6007 -8.3472 -1.04 1.10 0.61
H -19.0079 24.5209 -7.7371 0.10 -0.03 0.22
H -16.6352 23.1947 -5.6101 0.15 0.74 -0.38
H -17.5740 21.8770 -6.0184 -0.44 -0.20 -0.58
H -18.3907 23.4448 -5.7902 0.11 0.07 -0.10
H -16.2664 21.5202 -8.2248 -0.01 0.02 -0.08
H -16.1285 22.8861 -9.3973 -0.20 -0.08 0.13
H -15.3097 22.9775 -7.8299 0.16 -0.20 -0.06
C -26.0175 23.1504 -5.7464 2.19 -1.35 0.10
O -25.2377 22.3818 -6.3451 -1.56 1.53 0.87
N -26.3579 22.9676 -4.4513 -0.57 1.37 -1.15
C -27.2748 23.8695 -3.8113 -0.96 -0.03 -0.43
C -25.9748 21.8439 -3.6946 1.31 -1.25 0.18
H -26.3584 24.1134 -6.1571 -0.17 -0.29 -0.17
H -26.8960 24.3418 -2.9049 0.16 -0.19 0.02
H -28.1653 23.2738 -3.6104 -0.21 0.23 0.54
H -27.6052 24.6441 -4.5033 0.24 0.10 -0.02
H -25.4079 21.1720 -4.3390 -0.17 -0.14 -0.05
H -25.2745 22.1598 -2.9214 -0.12 -0.07 0.37
H -26.8045 21.3004 -3.2425 -0.16 0.17 -0.11
C -20.6352 23.9839 -11.7812 -0.59 -0.19 1.59
O -21.8223 23.7373 -11.5814 -0.05 0.08 -0.06
N -20.0410 23.6319 -12.8976 0.29 0.19 -2.28
C -18.6464 23.9462 -13.2069 0.54 -0.30 -0.14
C -20.9066 23.1821 -14.0572 0.90 0.27 1.17
H -19.9909 24.4127 -10.9981 -0.01 0.08 -0.14
H -18.0589 23.0511 -13.4111 -0.31 -0.40 -0.26
H -18.0413 24.4027 -12.4236 -0.82 0.24 0.53
H -18.5375 24.5801 -14.0869 -0.34 0.08 -0.08
H -20.5080 22.2050 -14.3302 -0.24 0.13 -0.55
H -21.9574 23.1172 -13.7750 0.26 -0.16 0.40
H -20.8564 23.9423 -14.8367 0.37 -0.26 -0.24
C -21.7810 20.1589 -9.9369 0.99 0.37 -0.02
O -22.2314 20.3624 -8.8095 0.87 -0.36 -0.84
N -20.4838 20.4491 -10.3098 -1.89 0.72 2.05
C -19.9791 20.2492 -11.6105 -0.08 -1.64 -1.13
C -19.5433 20.9153 -9.3307 0.74 0.65 1.09
H -22.3990 19.6827 -10.7137 0.17 0.26 -0.04
H -20.8241 20.1235 -12.2875 0.13 0.07 -0.20
H -19.4306 19.3076 -11.5862 0.23 -0.23 -0.44
H -19.2790 20.9822 -12.0114 -0.34 0.51 0.44
H -19.9442 21.4001 -8.4405 -0.89 0.22 -0.45
H -18.9502 20.1362 -8.8517 0.23 -0.58 -0.53
H -18.8678 21.6437 -9.7792 0.04 -0.06 -0.12
C -23.4249 27.0506 -12.6291 -0.87 0.13 -0.15
O -23.6038 26.2048 -11.7843 0.44 -0.35 0.66
N -23.9309 28.2823 -12.5085 -0.04 1.55 -0.61
C -23.9290 29.2597 -13.5480 0.90 0.02 -1.29
C -24.6598 28.7875 -11.3599 -0.15 -2.11 1.10
H -22.9232 26.8204 -13.5817 0.07 0.32 0.02
H -23.3897 30.1323 -13.1792 -0.30 0.34 -0.25
H -24.9287 29.4922 -13.9151 -0.16 0.24 0.40
H -23.4082 28.9137 -14.4408 0.24 -0.21 0.08
H -24.7872 29.8672 -11.2816 0.44 -0.16 -0.49
H -25.6338 28.2981 -11.3630 -0.29 0.22 0.15
H -24.1540 28.3783 -10.4854 -0.11 0.28 0.31
C -21.8688 29.4358 -5.8447 -0.07 1.21 0.17
O -22.3253 29.9480 -4.8388 0.00 -0.49 0.13
N -22.3026 28.3390 -6.4701 -1.11 -0.58 0.57
C -23.1036 27.3053 -5.8500 0.33 -0.62 0.97
C -21.6719 27.8572 -7.6380 0.97 -0.07 -1.36
H -21.0480 29.9148 -6.4007 0.12 0.02 -0.05
H -22.5022 26.3989 -5.9190 -0.09 -0.33 -0.15
H -24.0669 27.0763 -6.3059 0.02 0.41 -0.34
H -23.2496 27.4378 -4.7780 -0.03 0.61 -0.09
H -21.2063 28.6483 -8.2256 -0.31 0.27 0.22
H -20.8499 27.1803 -7.4051 -0.04 -0.41 0.06
H -22.3909 27.3337 -8.2682 0.07 -0.13 0.00